91
Properties=species:S:1:pos:R:3:forces:R:3:mulliken_charge:R:1 method="wB97M-V/def2-TZVPD" homo_lumo_gap_ha=0.187 relative_energy_ev=2.689 molar_mass_g_mol=839.1 spin_multiplicity=1 total_energy_ev=-81951.784 homo_energy_ev=-5.447 lumo_ev=-0.35
H -1.673354 -7.847834 -3.833095 0.08 -0.03 -0.14 0.37
C 2.667127 -3.817263 -4.211038 0.19 -0.61 -0.26 0.04
H 5.035511 0.817701 -3.027229 -0.27 0.01 0.14 0.37
C 0.726456 1.325219 4.106609 0.31 -0.31 1.00 -0.46
C 3.186420 -0.287796 -3.163469 -0.15 0.21 0.40 -0.30
C 3.653686 1.358369 -1.446743 -0.09 -0.19 -0.19 -0.54
H -0.747175 -4.168380 1.101655 -0.17 0.19 0.03 0.24
H -1.916035 7.360045 3.405434 -0.03 -0.33 -0.28 0.46
C 3.157235 1.885642 3.297095 -1.00 -0.48 -0.90 -0.87
O -0.318535 4.190624 -1.167664 -0.32 2.34 0.15 -1.09
C -4.119237 -2.406702 1.868356 0.07 -0.16 0.08 -0.59
C -1.553524 7.314432 2.380834 0.37 0.27 -0.92 -0.58
C -1.704399 6.223262 1.525031 0.81 -0.03 -0.26 0.44
C -3.283752 -5.904670 -0.925138 0.26 -0.06 -0.23 -0.38
C 1.313534 -2.890044 -5.944081 0.10 -0.11 0.17 -0.55
C -0.848702 8.403322 1.844359 -0.06 -0.33 -1.04 -0.62
C -3.636611 -7.236070 -1.175773 -0.10 0.09 -0.09 -0.46
C 2.799963 3.079920 2.505126 -2.20 2.82 -1.49 -0.23
H -4.445186 -2.367494 -0.268933 0.37 0.04 0.27 0.38
H -3.493882 -8.950651 -2.500085 0.38 0.51 0.14 0.36
C 4.054421 0.644306 -2.583437 -0.38 0.17 0.24 -0.66
H 1.650645 4.893504 2.065370 0.32 -0.99 -0.06 0.36
H -0.415518 7.189070 -1.458145 0.37 0.48 1.08 0.39
H -5.103590 -1.987024 2.100452 0.47 -0.03 -0.14 0.40
C 2.809876 -4.776433 -6.473317 -0.49 0.51 0.43 -0.39
C 0.649021 2.270103 5.060604 -1.37 -0.52 -0.44 -0.28
H 3.237348 -5.507005 -7.193022 -0.45 0.64 0.63 0.35
C -2.128677 -7.308229 -3.016208 -0.06 -0.01 -0.11 -0.40
C -1.106051 6.125749 0.253955 0.31 1.86 0.19 0.16
C 3.169880 -4.791023 -5.122270 -0.05 0.45 0.33 -0.68
C 1.876787 4.069576 2.776358 2.34 -0.37 0.16 -0.41
C 1.873172 -3.800568 -6.871093 0.13 -0.01 0.29 -0.46
H 0.076269 -4.565667 -0.741712 0.18 0.66 -0.03 0.66
H -0.920949 -5.537099 -3.370117 -0.42 -0.24 0.22 0.36
C -1.714220 -5.996522 -2.762659 -0.39 0.09 0.44 -0.60
H -4.334977 -7.721072 -0.510030 -0.20 0.01 0.01 0.37
H 3.473626 -0.817259 -4.075072 -0.08 0.12 0.32 0.42
C -0.610645 7.260037 -0.365278 -0.17 0.28 0.64 -0.69
H 4.326678 2.093279 -1.007453 -0.19 -0.13 -0.09 0.42
H -3.750023 -5.359305 -0.101949 0.12 -0.26 -0.21 0.30
H 3.040037 -3.805910 -3.183363 -0.09 -0.27 -0.39 0.27
H 3.560815 2.116139 4.277768 0.06 -0.29 -0.07 0.47
H 3.875931 1.397852 2.664015 0.85 -0.47 0.28 0.36
H 1.908094 -3.156560 -1.535906 -0.60 -0.39 -0.28 0.67
H -0.343655 2.326023 5.598217 1.14 0.16 -0.75 0.21
N -1.724833 3.905393 0.511482 1.07 2.07 -0.23 -0.43
H 2.185220 5.371341 4.409472 -1.10 -0.67 -0.17 0.38
H 0.402633 4.787006 4.164310 0.91 0.36 -0.10 0.09
C 1.569058 0.134393 -1.382179 0.20 -0.16 -0.45 -0.52
C 1.950940 -0.557094 -2.558626 0.35 -0.22 -0.24 -0.33
H 1.573995 0.438261 2.430035 0.99 0.61 0.19 0.00
C -0.477380 8.388575 0.477571 0.07 0.21 -0.92 -0.35
C -1.675288 -3.636218 1.296311 -0.30 0.23 0.29 0.18
C -0.160983 -3.682562 -1.360372 1.88 0.43 -0.08 -0.84
H -3.194128 1.896815 1.982581 0.18 -0.56 -1.15 0.06
H -3.527091 -2.560716 3.950031 0.03 -0.06 -0.33 0.39
C 0.882357 -2.994554 -1.917153 -1.01 -0.86 1.19 -0.52
H 1.579938 -3.789366 -7.925511 -0.06 0.24 0.45 0.35
C -0.997483 4.763500 -0.227540 -0.84 -3.81 0.20 1.02
H 1.236882 3.920166 6.234508 -0.04 -0.03 -0.23 0.39
S -2.305162 4.613181 1.885884 1.33 -0.59 -0.12 0.75
H -0.076190 9.279640 -0.021944 -0.07 -0.18 0.64 0.36
C -2.889505 1.705216 0.923298 0.09 -0.81 -1.23 -0.91
P -1.937479 -3.373088 -1.510261 -0.90 -1.63 -0.60 0.05
H 2.475084 0.022646 3.895792 -0.79 -0.02 0.03 0.34
C -3.251303 -2.756564 2.912576 -0.05 -0.30 -0.35 -0.47
H 3.218607 3.129663 1.471581 -0.41 -0.22 0.74 0.23
H 0.645023 -0.144455 -0.844487 0.48 -0.04 -0.30 1.16
P 0.781023 -1.797107 -3.271516 -0.21 -0.26 -0.73 0.11
C -2.329348 -5.263981 -1.722812 -0.04 0.73 -0.31 0.53
H -0.610053 9.275540 2.452814 -0.19 -0.20 -0.19 0.41
C 1.483840 4.517036 4.150809 -0.26 -1.14 1.67 -0.21
Ba -1.354689 1.857655 -1.230754 -0.51 0.51 1.37 1.67
O -3.733348 4.589680 1.875171 -0.33 -0.07 0.51 -0.66
H -3.420783 2.472865 0.173693 0.62 -2.37 1.38 0.51
C -3.124664 -7.943435 -2.262572 0.31 0.66 0.26 -0.63
C 1.972053 0.867804 3.384457 0.11 -0.08 0.16 -0.06
H -0.160547 0.702393 3.875778 0.50 0.45 0.44 0.34
C 1.592711 3.409637 5.327796 0.46 1.34 0.06 -0.94
H -1.424805 -3.804814 3.425455 -0.14 0.22 -0.15 0.39
C -2.057356 -3.425110 2.622695 -0.17 0.13 -0.13 -0.76
H 3.845027 -5.581129 -4.772539 -0.15 0.53 0.02 0.35
C 1.687014 -2.881155 -4.574148 0.48 -0.06 -0.42 0.31
H 2.103034 1.683026 0.040289 0.17 -0.29 -0.39 0.33
C 2.401417 1.119857 -0.856379 0.24 -0.01 0.09 -0.49
H -2.583824 0.617785 0.636690 -1.61 1.24 0.46 -0.42
C -2.481186 -3.188994 0.241394 -0.12 0.06 0.39 0.43
O -1.511882 4.180246 3.022101 -1.09 -0.09 -0.36 -0.47
H 0.569475 -2.163740 -6.278283 0.16 -0.28 -0.03 0.34
C -3.749120 -2.622824 0.537675 0.67 -0.19 0.00 -0.43
H 2.649263 3.179990 5.607864 -0.80 -0.12 -0.60 0.35